One molecule with the formula C5H6FNO at a distorted geometry. Source: OMol25; level of theory: the ωB97M-V functional and the def2-TZVPD basis.

Structure (XYZ):
```
14
Properties=species:S:1:pos:R:3:nbo_charge:R:1
C 3.09219 1.08061 -0.11867 0.20
C 1.37456 -0.91522 -0.72162 0.68
C -0.78479 -0.33481 0.30850 -0.59
C 0.16684 -0.02561 -0.85793 -0.52
C 2.48826 -0.03009 0.49390 -0.03
N 3.54411 1.91879 -0.74682 -0.28
O 1.63929 -2.03250 -0.92184 -0.46
F 3.35446 -1.01356 0.85635 -0.33
H -0.30270 0.13844 1.11006 0.21
H -0.90020 -1.50902 0.30669 0.23
H -1.64978 0.19523 0.01112 0.23
H -0.27559 -0.20539 -1.74450 0.22
H 0.61672 1.03652 -1.07346 0.24
H 1.92074 0.29870 1.43516 0.20
```

Properties
SMILES: CCC(=O)[C@@H](F)C#N
HOMO level (eV): -9.79
Gap between HOMO and LUMO (eV): 10.40
Energy above the lowest of the compared OMol25 structures with the same formula, charge and spin (eV): 3.469
Strongest force on any atom (hartree/bohr): 0.083
Calculated total energy (a.u.): -423.89198